## A
Here is a molecular structure, C2H10N2O from the OMol25 dataset. Energies are from ωB97M-V/def2-TZVPD.

Cartesian coordinates (Å):
C  -0.793  0.018  -0.797
C  0.739  0.029  -0.843
N  1.291  1.344  -0.997
N  -1.036  -1.298  0.408
H  -1.184  0.029  -1.812
H  -1.136  0.817  -0.121
H  1.073  -0.658  -1.632
H  1.079  -0.392  0.121
H  0.664  2.138  -0.867
H  2.154  1.488  -0.477
H  -1.632  -0.850  -0.397
H  -0.641  -2.086  -0.121
H  -0.249  -0.240  3.281
H  -0.235  -0.542  1.816
O  -0.093  0.202  2.437

Its total charge is +1. The LUMO energy (spin up / spin down) comes out at -3.994 / -9.025 eV. Its highest occupied orbital energy (spin up / spin down) is -14.612 / -14.592 eV. As for the spin multiplicity: 2.

***

## B
Here is 2 unconnected molecules or ions with the total composition C2H10N2O from the OMol25 dataset. Energies are from ωB97M-V/def2-TZVPD.

Cartesian coordinates (Å):
C  -0.095  0.016  -1.815
N  -1.386  0.334  -1.262
C  -1.556  1.482  -0.431
N  -2.815  1.449  0.266
H  -0.228  -0.575  -2.730
H  0.479  -0.546  -1.070
H  0.423  0.944  -2.054
H  -1.938  -0.468  -0.947
H  -0.726  1.455  0.298
H  -1.458  2.369  -1.081
H  -3.575  1.184  -0.351
H  -3.032  2.362  0.646
H  4.609  -2.108  2.331
H  5.764  -3.088  2.447
O  4.934  -2.841  2.865

Its total charge is +1. The LUMO energy (spin up / spin down) comes out at -3.228 / -8.226 eV. Its highest occupied orbital energy (spin up / spin down) is -13.407 / -13.407 eV. As for the spin multiplicity: 2.

***

Stability order, top to bottom: B, A